(1)
C32H104N8O16 | ωB97M-V/def2-TZVPD

XYZ file:
```
160
Properties=species:S:1:pos:R:3:forces:R:3
O 3.020 0.329 3.764 0.0 -0.3 -0.1
O 2.385 -2.987 2.165 -1.2 -1.1 0.3
O -5.198 -1.318 0.394 0.5 0.1 -2.0
O 4.139 -0.268 1.154 0.0 -0.2 0.4
O -4.321 -0.481 2.944 0.2 0.3 0.3
O -2.077 0.656 4.319 -0.9 -0.4 -0.3
O -0.012 5.660 -6.854 -1.5 0.1 -1.0
O -2.119 0.632 -4.228 -0.3 0.9 0.1
O 4.280 4.603 0.923 0.4 0.7 0.1
O 0.231 -6.851 2.948 0.1 -0.4 0.0
O -3.726 -2.865 4.289 1.1 -1.0 -0.1
O 0.403 -3.947 7.609 0.6 -0.8 0.6
O 3.314 -2.232 4.677 -0.1 0.2 0.2
O 0.495 0.857 3.013 -0.5 0.5 0.8
O -0.301 0.600 -1.423 -0.2 -0.2 -0.1
O 2.795 1.373 -4.089 -0.7 -0.3 -0.3
N -3.710 -1.707 -5.258 0.4 -1.8 -0.5
N 2.857 1.500 -0.507 0.6 0.6 1.0
N -3.202 -6.071 4.085 -0.2 -1.2 0.1
N -0.775 -2.239 4.717 -0.3 1.2 -2.3
N 3.311 7.046 -1.549 0.7 0.5 0.1
N -4.237 1.365 -0.211 -0.7 -0.7 -0.8
N 0.498 -1.015 0.757 0.2 1.0 -0.9
N 2.757 4.518 -4.851 -2.9 -1.0 1.3
C 1.265 5.641 -6.344 0.0 -0.7 0.5
C -0.683 1.928 -1.172 -1.5 0.9 1.0
C 3.819 5.879 0.475 -0.8 -1.7 -0.6
C 2.945 0.688 -2.837 1.7 0.5 -0.9
C -2.283 -6.794 3.167 1.0 1.6 -1.6
C -1.593 -0.668 -4.480 -0.4 1.5 0.2
C -5.322 0.612 -0.917 -0.5 1.8 0.5
C -1.446 -2.443 0.494 0.9 -0.3 2.2
C -0.495 -1.502 -0.199 0.3 -0.1 -1.7
C -0.844 -6.107 3.446 -1.5 -1.7 1.3
C 1.269 4.522 -5.281 2.3 1.3 -0.4
C -1.261 1.705 -4.578 1.2 -0.5 -1.4
C -2.644 -6.542 1.644 1.5 -1.5 0.1
C 3.322 1.753 -1.827 1.5 0.8 -2.3
C -2.687 -1.660 -4.220 0.2 0.5 0.2
C -1.249 -0.342 -0.910 0.1 -0.5 0.6
C -1.543 -1.896 7.070 -0.3 -0.2 -0.9
C 4.874 2.056 -1.836 -1.5 -0.8 0.6
C -0.275 6.651 -7.826 -0.2 -0.1 -0.6
C -5.050 -2.702 0.368 -1.0 -1.3 0.4
C -2.075 -2.995 -3.842 -1.9 -0.5 -0.9
C 0.435 4.956 -4.111 1.6 -1.5 1.4
C 1.466 -6.222 3.232 0.8 0.4 -0.1
C -0.020 -3.796 6.298 0.4 0.9 -1.2
C 1.710 -4.477 7.730 0.7 0.0 0.3
C -4.956 -0.821 -0.991 -1.8 -0.7 2.4
C -5.421 1.129 -2.318 0.1 0.2 -1.1
C -0.439 -2.321 6.101 0.8 -1.1 0.9
C 4.576 4.657 2.302 -1.4 -0.1 -0.2
C 3.992 5.859 -1.036 -0.1 0.6 -0.4
C 5.480 5.851 -1.439 -0.4 0.0 0.4
C 2.483 0.536 -5.229 0.9 0.1 1.5
H -1.157 1.820 -5.712 -0.1 -0.5 1.1
H 3.690 5.040 2.854 0.3 -0.6 0.0
H -1.319 6.489 -8.231 1.3 0.1 0.5
H 3.472 4.981 -1.428 0.3 -0.4 0.1
H -0.668 -1.231 4.419 -0.2 -1.7 0.0
H -4.252 -3.059 -0.268 0.6 0.1 -0.1
H -2.846 0.226 3.833 0.9 0.8 0.6
H -1.338 -3.355 -4.555 -0.1 -0.2 -0.1
H -4.560 2.277 0.077 0.0 0.0 0.2
H -1.622 2.294 -1.759 1.4 -0.9 1.1
H -3.178 -1.352 -3.302 -0.3 0.4 0.1
H -1.647 2.679 -4.276 -0.2 -0.4 0.5
H -6.353 0.707 -0.412 1.4 -0.2 -0.5
H -5.776 2.151 -2.454 0.0 0.1 0.4
H 3.115 2.356 -0.019 0.0 -0.1 0.6
H 0.806 3.554 -5.605 1.0 0.6 -0.4
H -0.221 1.539 -4.163 -1.0 0.3 -0.2
H 5.347 1.088 -1.633 0.3 0.2 0.1
H -1.989 -0.996 6.613 0.0 -0.2 0.6
H -1.668 -6.681 1.091 -0.8 0.5 0.5
H 2.766 5.902 0.800 -0.1 0.4 -0.5
H 2.495 -3.704 7.482 -0.7 -0.6 0.1
H 0.609 4.109 -3.404 -0.4 0.7 0.1
H 5.077 2.762 -1.021 0.2 -0.1 -0.3
H -2.989 -3.632 -3.797 1.1 -0.3 0.1
H -0.808 -5.118 3.022 -0.3 0.8 -0.1
H -0.163 -2.868 4.127 -0.8 1.4 0.9
H -0.606 5.008 -4.301 -0.9 0.3 -0.3
H 5.342 5.369 2.478 1.2 0.5 0.3
H -1.847 -0.694 -1.770 0.2 -0.2 0.4
H 1.670 -5.360 2.545 -0.2 -0.6 0.5
H -1.974 0.075 -0.189 0.5 0.4 -0.3
H -0.773 -6.069 4.576 0.1 0.3 -1.0
H -0.308 0.934 3.579 0.4 -0.1 -0.6
H 0.866 5.848 -3.662 -0.3 0.2 0.0
H -4.057 -0.816 -5.552 0.1 0.5 0.0
H -0.892 -3.344 0.910 -0.6 0.8 -0.9
H 1.632 -0.098 -4.981 0.1 -0.4 0.0
H 2.108 0.463 3.415 0.1 0.1 0.3
H -5.952 -3.217 -0.041 0.2 0.4 0.4
H -0.832 1.984 -0.041 -0.3 0.5 -1.4
H -3.410 -2.266 -6.079 -0.2 0.7 0.8
H -2.319 -2.689 7.112 0.3 0.5 0.2
H 1.217 -0.478 0.239 -0.5 -0.6 0.5
H 2.282 -6.952 3.148 -0.4 0.0 -0.4
H 1.858 -5.348 7.037 -0.1 0.6 0.7
H -2.796 -2.550 4.446 -0.4 -0.2 0.0
H 5.986 6.772 -1.137 -0.3 0.1 -0.1
H -3.251 -7.359 1.159 0.0 1.1 0.8
H 0.210 0.546 2.148 -0.2 -0.6 -0.2
H -3.572 -3.841 4.156 -0.3 1.0 0.1
H -0.033 -2.037 -1.066 0.1 0.0 0.5
H 2.822 2.607 -2.273 -0.1 0.7 0.2
H 3.390 4.817 -5.545 0.6 -0.1 -0.9
H 4.908 -0.791 0.894 -0.2 0.6 -0.3
H -3.935 -0.965 -1.194 1.5 -0.1 -0.4
H 1.511 6.594 -5.853 0.0 0.0 0.1
H 3.540 0.077 2.985 0.0 0.2 -0.1
H 2.995 6.979 -2.497 0.3 -0.4 -0.7
H 0.800 -3.960 5.532 -0.5 -0.1 1.0
H -6.114 0.490 -2.851 -0.3 -0.1 -0.4
H 2.991 -2.431 1.724 1.1 1.1 -1.0
H 5.249 2.423 -2.790 -0.2 0.1 0.0
H -0.834 -4.518 6.024 0.3 0.7 0.4
H 4.284 6.743 0.921 0.8 0.2 0.3
H 5.616 5.709 -2.510 -0.1 0.0 0.0
H 1.850 -4.772 8.805 -0.1 0.1 -1.1
H -2.283 -2.738 -0.117 -0.2 -0.2 -0.1
H 0.969 -1.773 1.250 -0.1 0.0 0.0
H 5.997 5.052 -0.917 0.0 -0.3 0.0
H -1.108 -1.699 8.061 -0.4 0.0 -0.4
H -3.919 0.835 0.582 -0.1 0.1 0.6
H -4.873 -3.042 1.388 0.0 -0.2 0.0
H -1.630 -2.919 -2.871 0.3 0.0 0.6
H 3.156 -1.266 4.538 0.0 0.0 -0.2
H 3.755 -0.023 -2.966 0.3 -0.4 0.1
H -4.452 1.062 -2.830 -0.1 0.0 0.2
H 3.006 3.640 -4.396 0.1 0.3 -0.5
H 4.012 -2.274 5.333 0.1 -0.1 0.0
H 2.101 0.146 -2.517 -1.6 -0.5 0.1
H -3.007 -5.521 1.492 -0.1 -0.3 -0.1
H 2.007 5.496 -7.130 0.2 -0.3 -0.2
H -4.790 -0.801 2.178 -0.4 0.6 -1.3
H 0.473 6.623 -8.666 -0.6 -0.1 0.6
H 0.115 2.625 -1.423 0.3 -0.2 -0.2
H 3.877 0.437 0.500 0.1 -0.8 0.0
H -1.296 -0.690 -5.511 0.5 -0.4 -0.8
H 1.859 1.547 -0.515 -0.9 -0.4 0.1
H -2.801 -6.311 4.999 -0.6 0.4 0.0
H 3.406 -0.039 -5.489 -0.9 0.2 -0.1
H 2.667 -2.915 3.081 0.1 0.0 0.6
H -0.213 7.642 -7.365 -0.1 0.1 -0.1
H -5.542 -1.427 -1.705 -0.1 0.4 0.3
H -1.772 -1.935 1.440 -0.3 -0.3 -0.9
H -2.239 -7.878 3.346 0.2 0.3 0.1
H -4.180 -1.345 3.326 0.4 -0.9 1.2
H 2.471 7.158 -1.038 -1.0 0.3 0.7
H 1.557 -5.876 4.279 -0.5 0.1 -0.3
H 4.848 3.653 2.580 0.1 -0.2 0.5
H -2.449 1.191 5.036 0.0 -0.3 -0.4
H -4.147 -6.516 4.075 1.0 0.5 -0.1
H -0.747 -0.805 -3.823 0.6 -0.2 0.3
H 2.153 1.188 -6.019 0.2 0.3 -0.4
H 0.418 -1.659 6.313 0.1 -0.5 0.1
```
Forces are in eV/Å.

Energy above the lowest of the compared OMol25 structures with the same formula, charge and spin: 19.6 kcal per mole
E_tot: -2923.34241 Ha
2S+1: 1
Total charge: 0

Löwdin atomic charge list, values in e, 8 entries: number 1, O, carries -0.089; number 2, O, carries -0.053; number 3, O, carries -0.214; number 4, O, carries -0.091; number 5, O, carries -0.054; number 6, O, carries -0.083; number 7, O, carries -0.199; number 8, O, carries -0.203

---

(2)
C4H7N2 | ωB97M-V/def2-TZVPD

XYZ file:
```
13
Properties=species:S:1:pos:R:3:forces:R:3
N -0.548 -0.445 -1.264 9.7 -3.2 3.7
N 1.318 -0.777 -0.554 5.8 2.2 3.1
C -1.646 -0.049 -1.599 -11.9 5.3 -3.4
C -0.036 0.655 1.030 0.8 -2.0 -2.6
C -0.804 0.589 1.948 -1.1 1.2 1.3
C 0.389 0.267 -0.363 -2.5 0.6 0.0
H -1.469 0.889 2.746 0.3 -0.5 -0.1
H -0.248 -1.384 -1.109 -1.5 -1.5 -0.5
H -2.582 -0.462 -2.069 1.8 -0.5 0.6
H 0.672 1.216 -0.850 0.3 -0.2 -0.3
H -1.810 0.976 -1.304 -0.3 0.3 -0.1
H 2.106 -0.431 -1.164 -0.9 -1.2 0.1
H 1.732 -1.078 0.399 -0.7 -0.5 -1.7
```
Forces are in eV/Å.

Expectation value of S²: 2.0116
Energy above the lowest of the compared OMol25 structures with the same formula, charge and spin: 120.3 kcal per mole
E_tot: -265.53277 Ha
2S+1: 3
Total charge: +1

natural (NBO) atomic charge list, values in e, 8 entries: number 1, N, carries -0.471; number 2, N, carries -0.402; number 3, C, carries -0.239; number 4, C, carries -0.129; number 5, C, carries -0.016; number 6, C, carries -0.004; number 7, H, carries 0.273; number 8, H, carries 0.395